Entry from the OMol25 dataset: 2 unconnected molecules or ions with the total composition C3H7NO2S (ωB97M-V/def2-TZVPD).

Values from the calculation:
E_HOMO ... -8.31 eV
E_LUMO ... -0.049 eV
Energy ... -721.78432 hartree
Charge ... 0

```
14
Properties=species:S:1:pos:R:3:forces:R:3:nbo_charge:R:1
H 1.0204 0.4862 -1.1040 0.3 -0.6 0.7 0.22
H -3.5244 -0.0714 -0.0395 0.6 -1.1 0.5 0.54
H 0.2977 0.7796 0.4384 0.6 -0.3 0.9 0.25
O -3.8435 0.5915 -0.6334 -1.0 2.0 0.5 -0.75
C 0.6772 -0.0457 -0.1757 1.8 -0.5 -1.2 -0.20
C -0.5111 -0.7498 -0.5470 -2.8 -0.3 0.4 0.34
H 3.5872 -1.4123 0.8217 -1.5 2.0 0.7 0.21
S -3.1775 2.2112 0.2411 -0.2 -0.6 -0.4 -0.31
H 2.5792 -0.0047 1.7533 0.8 -0.4 0.2 0.19
C 2.8532 -0.4899 0.8089 0.9 -1.4 -0.4 -0.27
O 1.6206 -1.0641 0.3148 -0.4 2.4 -0.8 -0.52
H -3.3329 0.5403 -1.4332 0.6 -0.3 -0.6 0.53
N -1.6276 -1.0442 -0.6210 1.3 -0.2 -0.4 -0.39
H 3.3814 0.2733 0.1759 -0.9 -0.6 0.0 0.18
```
Positions in Å, forces in eV/Å.